Record 1
Molecular formula: C29H48F2N3O3
Method: DFT, ωB97M-V with the def2-TZVPD basis set

Summary:
Total charge: +1
SMILES: [H]/N=C\C[C@@]1(CCCF)[C@H](C[C@H](C)F)N(CC)[C@@H](c2ccccc2)[C@H](COC)[N@@H+]1CCCCCOC(C)=O

Structure (XYZ):
```
85
Properties=species:S:1:pos:R:3:forces:R:3
C -2.0788 3.0287 1.6581 0.71 -0.31 -0.86
C -0.6094 2.4872 1.9866 -1.19 1.11 1.41
N -0.2209 1.3246 1.1757 0.07 -0.85 -0.04
C -0.3467 1.6098 -0.2639 -0.48 0.84 -1.32
C 0.1172 3.0360 -0.7433 -0.27 2.40 -0.98
C -0.8309 3.8290 -1.5568 1.74 0.81 0.56
C -0.5082 5.1723 -2.0090 1.32 -0.38 0.80
C 0.7780 5.8052 -1.6873 -0.72 -2.60 0.93
C 1.7210 5.0295 -0.8915 -1.82 -0.26 -0.74
C 1.3858 3.6747 -0.4350 -0.64 1.03 -0.79
C 0.3145 0.5772 -1.2601 -0.66 1.51 -0.83
C -0.6007 0.3407 -2.5410 0.30 1.54 0.13
O 0.0117 -0.5201 -3.4901 -0.07 0.33 0.70
C 0.7785 0.1991 -4.4705 0.62 -0.87 -0.86
N 0.6604 -0.6716 -0.5351 0.71 -0.76 -0.72
C -0.5340 -1.4964 -0.1435 -1.24 -1.53 1.71
C -0.4864 -3.0087 -0.5617 -0.63 -0.36 -0.50
C -0.9504 -3.3233 -2.0367 0.15 -0.49 0.41
C -2.4268 -2.9050 -2.3761 -0.04 -0.60 -0.17
C -3.4845 -3.3235 -1.2892 -0.44 -0.66 -1.13
O -3.6215 -2.3843 -0.1927 -0.56 0.87 -0.56
C -4.3204 -1.2527 -0.5389 -0.43 1.49 0.92
C -4.6422 -0.2361 0.6241 0.27 -0.53 -0.38
O -4.6854 -0.9541 -1.6488 0.47 -0.88 0.21
C 1.6310 -0.4089 0.6010 1.92 0.39 1.27
C 3.0092 0.1637 -0.0078 -1.51 1.59 0.22
C 4.1633 0.2773 1.0404 0.44 -0.95 -1.42
N 5.3541 0.0000 0.6609 -0.98 0.44 0.59
C 2.0881 -1.7556 1.2886 -0.11 -1.40 -1.14
C 2.9766 -2.6848 0.3216 -0.01 -0.56 1.40
C 3.0909 -4.0794 1.0785 0.00 0.70 0.31
F 2.1625 -5.0225 0.5880 0.73 0.73 0.19
C 1.0634 0.7172 1.5941 1.31 1.22 0.29
C 1.1561 0.3412 3.1227 -0.56 0.06 0.44
C 0.1256 -0.6987 3.6603 -0.66 -0.13 1.19
C -1.2767 -0.1411 4.0667 0.21 0.14 -0.80
F 0.6969 -1.2183 4.8765 -0.26 0.37 -1.06
H -2.6398 3.3014 2.5860 0.65 -0.05 -0.85
H -1.9854 3.8847 0.9376 -0.38 -0.63 0.88
H -2.6682 2.2348 1.1267 0.49 0.62 0.63
H 0.1367 3.3398 1.9482 -0.65 -0.85 -0.29
H -0.6904 2.2607 3.0860 0.46 -0.40 -1.28
H -1.4514 1.5662 -0.5104 1.04 0.17 0.39
H -1.8357 3.4194 -1.8067 0.89 0.28 0.26
H -1.2457 5.7748 -2.5972 0.67 -0.84 0.62
H 1.0105 6.8461 -2.0099 -0.24 -1.09 0.29
H 2.6889 5.5274 -0.6418 -0.90 -0.83 -0.06
H 2.1469 3.1678 0.1953 -0.68 0.38 -0.52
H 1.1959 1.1049 -1.7229 -0.30 -1.16 0.94
H -0.6588 1.3643 -3.0225 -0.16 -0.84 0.75
H -1.6519 0.0748 -2.2689 0.91 -0.31 -0.35
H 1.3855 -0.5758 -5.0202 -0.63 0.74 0.62
H 0.1057 0.6608 -5.2367 0.54 0.00 0.85
H 1.5114 0.9076 -4.0078 -0.79 -0.29 -0.37
H 1.2078 -1.2538 -1.1959 -0.43 0.24 0.12
H -1.5209 -1.0884 -0.4671 1.20 0.12 -0.06
H -0.5940 -1.4849 0.9815 0.16 0.28 -1.20
H -1.2168 -3.5393 0.1165 0.80 0.68 -0.50
H 0.4941 -3.5210 -0.4039 -0.68 0.68 0.08
H -0.9154 -4.4486 -2.1365 0.06 1.10 0.17
H -0.1835 -2.9432 -2.7625 -0.95 -0.09 0.44
H -2.5666 -1.8297 -2.6395 0.19 -0.85 0.32
H -2.7090 -3.4826 -3.3045 0.24 0.68 0.87
H -4.4886 -3.4210 -1.7914 1.01 0.25 0.49
H -3.2834 -4.3302 -0.8351 0.11 1.07 -0.26
H -4.3778 -0.6371 1.6310 -0.29 0.43 -0.79
H -4.1009 0.7292 0.4133 -0.36 -1.09 0.21
H -5.7329 0.0205 0.5320 1.06 -0.46 0.23
H 3.2965 -0.3542 -0.9627 0.07 0.15 1.12
H 2.7917 1.2305 -0.3194 0.27 -1.06 0.21
H 3.9802 0.5811 2.1027 0.02 -0.18 -1.05
H 5.3347 -0.2620 -0.3341 0.22 0.03 0.33
H 1.2444 -2.4292 1.6007 0.57 0.91 -0.25
H 2.7215 -1.6328 2.1978 -0.67 0.48 -0.74
H 2.5082 -2.8241 -0.6847 0.63 0.00 0.71
H 4.0349 -2.3101 0.2570 -1.19 -0.15 -0.26
H 2.8395 -3.8998 2.1593 0.18 -0.33 -0.91
H 4.1305 -4.4890 1.0597 -0.98 0.07 -0.39
H 1.8065 1.5772 1.5074 -0.38 -1.05 0.20
H 2.1826 -0.0163 3.4188 -1.02 0.24 -0.66
H 1.0311 1.2741 3.7456 0.06 -0.87 -0.77
H -0.0497 -1.6002 3.0237 0.43 0.79 0.27
H -1.9177 -0.9588 4.4863 0.74 0.79 -0.14
H -1.1728 0.7284 4.7671 -0.12 -0.94 -0.44
H -1.7889 0.2276 3.1373 0.42 -0.27 0.75
```
Forces are in eV/Å.

These are the Mulliken partial charges, in e, on atoms 1 to 8: -0.845, -0.430, 1.288, -0.237, 0.305, -0.214, -0.861, -0.545

Record 2
Molecular formula: C29H48NO17
Method: DFT, ωB97M-V with the def2-TZVPD basis set

Summary:
Total charge: -1

Structure (XYZ):
```
95
Properties=species:S:1:pos:R:3:forces:R:3
C -1.7686 3.5367 -1.1177 0.34 -0.02 -0.92
C -2.3015 4.2615 -2.3287 -1.93 1.45 0.14
O -3.2590 5.0400 -2.2457 1.85 -1.48 -0.34
O -1.6631 4.0080 -3.5015 -0.06 0.12 0.70
C -0.8257 5.1197 -3.9518 0.25 0.36 -0.27
C 0.3576 5.4002 -3.0493 0.03 0.04 -0.01
C 1.5894 5.7940 -3.8527 -0.07 0.09 0.36
C 2.5815 6.4899 -2.8967 -0.33 -0.31 -0.80
C 2.4359 8.0129 -2.9277 0.47 -0.49 0.20
C 3.2682 8.7702 -1.8805 -0.91 0.49 -0.12
C 2.4676 9.1233 -0.6145 0.31 -0.53 0.13
N 2.7015 8.2403 0.5350 -0.31 0.48 0.25
H -2.5708 3.2188 -0.4689 -0.12 0.04 0.23
H -1.1096 4.2479 -0.6286 -0.05 0.13 0.33
H -1.1337 2.7175 -1.4383 -0.07 -0.25 0.07
H -1.4533 5.9995 -4.0752 -0.20 0.07 0.07
H -0.4393 4.8468 -4.9280 -0.05 -0.38 -0.12
H 0.5807 4.5045 -2.4682 -0.04 -0.20 0.12
H 0.0386 6.1691 -2.3019 -0.06 0.01 0.11
H 1.2638 6.5668 -4.5693 -0.01 0.05 -0.19
H 3.5963 6.2202 -3.1985 0.34 0.17 0.21
H 2.4489 6.1164 -1.8765 -0.01 -0.04 0.19
H 2.7232 8.3212 -3.9312 0.03 0.13 -0.16
H 1.3754 8.2410 -2.8277 -0.16 0.19 0.09
H 4.1334 8.1791 -1.5913 0.33 0.01 -0.10
H 3.5885 9.7099 -2.3307 0.37 0.09 0.03
H 2.6647 10.1457 -0.2970 0.08 0.20 -0.04
H 1.4124 9.0505 -0.8593 -0.23 0.18 0.04
H 3.6212 7.8339 0.5146 0.07 -0.22 -0.09
H 2.0010 7.5206 0.5845 0.11 -0.32 -0.07
C -1.9481 -0.0583 3.3384 -0.20 0.13 0.25
C -1.9182 1.4033 3.7597 -0.03 -0.30 -0.23
C -3.2640 2.0798 3.8886 -0.04 0.14 0.11
O -2.9467 3.4520 3.6282 -0.04 -0.10 0.00
C -1.8500 3.4700 2.8220 0.00 -0.21 0.02
O -1.4400 4.4234 2.2563 0.06 0.25 -0.03
O -1.2978 2.2333 2.7578 -0.02 0.04 0.08
H -2.9711 -0.4305 3.2490 -0.02 0.09 -0.09
H -1.4443 -0.2038 2.3887 0.04 0.05 -0.05
H -1.4484 -0.6749 4.0758 0.10 -0.08 -0.02
H -1.3367 1.5235 4.6776 -0.03 0.08 0.02
H -3.7090 1.9755 4.8756 0.02 0.14 0.02
H -3.9729 1.7375 3.1307 0.05 -0.08 -0.02
C -2.6705 1.6590 -5.2935 -0.04 -0.09 -0.22
C -2.3549 0.2552 -5.7870 -0.09 0.35 0.22
C -3.4043 -0.7865 -5.4783 -0.06 -0.14 -0.13
O -2.6377 -1.9968 -5.4283 -0.10 0.05 0.03
C -1.3740 -1.6572 -5.0587 -0.04 0.22 -0.04
O -0.5430 -2.4385 -4.7314 0.13 -0.17 0.04
O -1.2091 -0.3196 -5.1149 -0.05 -0.12 -0.07
H -3.6581 1.7074 -4.8315 0.04 -0.04 0.10
H -1.9370 2.0085 -4.5730 0.05 -0.03 0.02
H -2.6734 2.3642 -6.1226 0.07 0.05 0.04
H -2.1242 0.2644 -6.8549 0.03 -0.10 0.00
H -4.1770 -0.8611 -6.2400 0.04 -0.12 -0.03
H -3.8683 -0.6287 -4.5018 0.03 0.10 0.01
C 3.3222 -0.1251 5.3054 0.08 -0.06 0.14
C 2.6596 -1.4176 4.8529 0.12 0.33 0.02
C 3.3110 -2.1087 3.6761 0.06 -0.15 -0.02
O 2.2075 -2.8068 3.0848 0.07 0.04 0.03
C 1.0879 -2.1155 3.3772 0.17 0.11 -0.03
O 0.0287 -2.2915 2.8688 0.01 -0.14 0.03
O 1.3369 -1.1791 4.3231 -0.01 -0.11 0.05
H 4.2259 0.0851 4.7333 -0.06 0.03 -0.09
H 2.6416 0.7160 5.1937 -0.04 -0.02 -0.07
H 3.6126 -0.1848 6.3531 -0.05 0.02 0.01
H 2.5479 -2.1085 5.6916 -0.03 -0.06 -0.04
H 4.0925 -2.8082 3.9612 -0.09 -0.12 -0.06
H 3.7042 -1.4016 2.9425 -0.01 0.07 0.06
C -2.2144 -4.2586 1.7066 0.12 0.06 0.12
C -2.0561 -5.7608 1.8721 -0.13 0.32 -0.07
C -1.7796 -6.5291 0.6038 0.19 -0.10 -0.08
O -2.3262 -7.8271 0.9094 0.01 0.06 -0.05
C -3.3181 -7.6481 1.8142 0.11 0.15 -0.01
O -4.0994 -8.4859 2.1303 -0.11 -0.16 0.06
O -3.2899 -6.3910 2.3054 0.09 -0.08 0.00
H -2.0449 -3.9504 0.6744 -0.08 -0.05 -0.04
H -3.2141 -3.9435 2.0019 -0.05 -0.08 -0.02
H -1.4918 -3.7196 2.3167 -0.13 -0.07 -0.07
H -1.3028 -5.9869 2.6311 -0.01 -0.07 -0.01
H -0.7224 -6.6266 0.3711 -0.23 0.01 0.01
H -2.3183 -6.1190 -0.2537 -0.04 0.05 0.06
C 3.1849 -10.4985 1.5376 -0.07 -0.11 0.11
C 2.2244 -9.3197 1.5827 0.27 -0.18 -0.06
C 1.3054 -9.1849 0.3911 -0.26 0.00 -0.02
O 1.0515 -7.7744 0.3621 0.32 -0.19 0.00
C 2.1287 -7.1521 0.9156 -0.02 -0.23 0.03
O 2.3272 -5.9875 0.8703 0.02 0.24 0.02
O 2.9285 -8.0600 1.5268 -0.10 -0.01 0.00
H 3.0221 -11.1165 0.6541 0.04 0.07 -0.07
H 4.2163 -10.1531 1.5324 0.00 0.07 -0.04
H 3.0508 -11.1410 2.4062 0.04 0.03 0.02
H 1.6509 -9.3253 2.5121 -0.05 0.06 -0.02
H 0.3723 -9.7331 0.4983 -0.08 0.15 0.01
H 1.7901 -9.4682 -0.5460 0.09 -0.04 0.05
```
Forces are in eV/Å.

These are the Mulliken partial charges, in e, on atoms 1 to 8: -0.906, 0.625, -0.623, -0.240, -0.997, -0.184, -1.327, -0.027

| no. | energy (eV) |
| --- | --- |
| 1 | -46889.6518 |
| 2 | -67148.1762 |